Entry 1:
Here is an isolated molecule of C4H7N3S in a non-equilibrium geometry from the Open Molecules 2025 dataset. Energies are from wB97M-V/def2-TZVPD.

Last column: Mulliken charge in e.
Geometry (Å):
N  -1.66  -1.28  -0.55  -0.6751
C  -0.60  -0.26  -0.48  0.0597
C  -0.78  0.79  0.67  -0.4898
N  0.27  1.74  0.62  -0.5064
C  1.42  1.38  0.23  -0.0853
N  1.70  0.04  -0.19  -0.1152
C  0.75  -0.92  -0.37  0.0169
S  1.17  -2.46  -0.61  -0.3173
H  -1.54  -1.90  0.24  0.2435
H  -2.60  -0.97  -0.38  0.2673
H  -0.71  0.37  -1.40  0.2964
H  -0.68  0.25  1.62  0.3404
H  -1.68  1.37  0.39  0.3499
H  2.27  2.09  0.36  0.3559
H  2.67  -0.25  -0.16  0.2592

* E: -719.04843 Eh
* energy above the lowest of the compared OMol25 structures with the same formula, charge and spin: 1.4737 eV
* SMILES string: N[C@H]1CN=CNC1=S
* 2S+1: 1
* LUMO energy: 0.0 eV


Entry 2:
Here is a cluster of 3 separate species, C7H19INO3 in total in a non-equilibrium geometry from the Open Molecules 2025 dataset. Energies are from wB97M-V/def2-TZVPD.

Last column: Mulliken charge in e.
Geometry (Å):
I  -3.99  3.34  1.02  -0.9991
C  -4.96  9.32  5.98  -0.4767
O  -4.26  8.79  4.81  -0.5063
H  -4.38  9.16  6.89  0.2309
H  -5.11  10.38  5.79  0.1997
H  -5.97  8.93  6.08  0.2444
H  -4.20  7.83  4.84  0.3076
C  0.50  -4.58  1.08  -0.8251
O  1.03  -3.61  0.17  -0.2552
C  0.98  -2.31  0.71  -0.5179
C  1.81  -1.37  -0.21  -0.9107
N  1.08  -0.82  -1.39  -0.3560
C  0.46  -1.76  -2.32  -0.6277
C  1.48  -2.44  -3.28  -0.5891
O  2.28  -1.38  -3.81  -0.2995
C  3.10  -1.88  -4.87  -0.7703
H  0.16  -5.46  0.53  0.2547
H  -0.40  -4.29  1.64  0.3402
H  1.24  -4.94  1.79  0.2843
H  1.47  -2.28  1.68  0.4949
H  -0.03  -1.95  0.90  0.3694
H  2.76  -1.88  -0.35  0.2796
H  2.11  -0.53  0.43  0.4235
H  0.27  -0.29  -1.10  0.2905
H  -0.29  -1.27  -2.95  0.5228
H  -0.10  -2.54  -1.80  0.2799
H  0.87  -2.95  -4.01  0.4138
H  2.05  -3.18  -2.72  0.3253
H  3.86  -2.63  -4.64  0.3004
H  3.73  -1.08  -5.27  0.2606
H  2.45  -2.34  -5.60  0.3110

* E: -856.26650 Eh
* energy above the lowest of the compared OMol25 structures with the same formula, charge and spin: 0.8512 eV
* total charge: -1
* 2S+1: 1
* LUMO energy: 2.5 eV


Entry 3:
Here is an isolated molecule of C26H40N4O4S in a non-equilibrium geometry from the Open Molecules 2025 dataset. Energies are from wB97M-V/def2-TZVPD.

Last column: Mulliken charge in e.
Geometry (Å):
C  -0.38  -1.88  -0.95  -1.1565
C  0.55  -1.12  -0.01  -0.1630
C  1.83  -0.67  -0.71  -0.1704
C  2.68  0.22  0.20  -1.5750
N  3.81  0.82  -0.49  0.6412
C  5.09  0.20  -0.17  -0.9567
C  5.18  -1.23  -0.71  -0.3482
C  6.60  -1.78  -0.70  -0.6087
C  7.16  -1.98  0.70  -1.1935
C  3.83  2.27  -0.48  -0.9800
C  3.06  2.87  -1.67  -1.0747
N  1.64  2.68  -1.55  -0.0330
C  0.90  2.13  -2.52  0.0109
O  1.30  1.90  -3.65  -0.7617
C  -0.50  1.79  -2.12  -0.4902
C  -1.29  1.27  -3.10  0.0965
N  -2.55  0.81  -2.94  0.2141
C  -3.24  0.27  -4.09  -1.1107
C  -3.03  -1.24  -4.22  -1.0585
C  -3.08  0.76  -1.67  0.9123
C  -4.33  0.18  -1.41  -0.8654
C  -4.83  0.13  -0.12  -1.1756
C  -4.10  0.68  0.93  -0.4947
S  -4.75  0.61  2.59  1.5340
O  -5.12  1.92  3.01  -0.7877
O  -5.76  -0.42  2.63  -0.7133
N  -3.35  0.18  3.42  -0.0181
C  -3.32  0.56  4.83  -0.8121
C  -3.61  -0.72  5.64  -0.4535
C  -3.80  -1.82  4.59  -0.7249
C  -3.09  -1.25  3.36  -0.7140
C  -2.88  1.27  0.69  -0.3076
C  -2.35  1.31  -0.60  0.3453
C  -1.01  1.91  -0.78  1.3446
O  -0.41  2.42  0.17  -0.8817
H  0.10  -2.79  -1.30  0.4853
H  -1.31  -2.14  -0.45  0.3326
H  -0.62  -1.26  -1.82  0.0204
H  0.80  -1.75  0.84  0.4691
H  0.02  -0.24  0.38  0.0414
H  2.40  -1.54  -1.03  0.5487
H  1.58  -0.10  -1.61  -0.0646
H  3.03  -0.37  1.06  0.4562
H  2.04  1.01  0.60  0.4273
H  5.87  0.79  -0.64  0.4971
H  5.27  0.19  0.92  0.2599
H  4.80  -1.21  -1.74  0.3432
H  4.54  -1.89  -0.13  0.2547
H  6.61  -2.74  -1.22  0.3235
H  7.25  -1.10  -1.26  0.3349
H  7.26  -1.03  1.22  0.3068
H  8.14  -2.45  0.66  0.3816
H  6.50  -2.62  1.28  0.3058
H  3.42  2.68  0.45  0.3696
H  4.87  2.61  -0.57  0.5208
H  3.38  2.40  -2.60  0.4148
H  3.29  3.94  -1.72  0.4035
H  1.20  2.82  -0.65  0.3658
H  -0.87  1.21  -4.10  0.4942
H  -2.85  0.77  -4.98  0.4627
H  -4.30  0.51  -4.02  0.5152
H  -3.38  -1.76  -3.33  0.3303
H  -3.56  -1.62  -5.08  0.4274
H  -1.97  -1.46  -4.34  0.3164
H  -4.91  -0.26  -2.20  0.2982
H  -5.77  -0.33  0.10  0.5515
H  -4.05  1.35  4.98  0.4369
H  -2.32  0.95  5.05  0.3478
H  -2.77  -0.95  6.30  0.2808
H  -4.50  -0.60  6.26  0.2794
H  -3.39  -2.78  4.90  0.4250
H  -4.86  -1.94  4.35  0.2627
H  -3.47  -1.65  2.42  0.3561
H  -2.01  -1.41  3.41  0.4294
H  -2.31  1.69  1.51  0.5184

* E: -1932.93493 Eh
* energy above the lowest of the compared OMol25 structures with the same formula, charge and spin: 0.3091 eV
* SMILES string: CCCCN(CCCC)CCNC(=O)c1cn(CC)c2ccc(S(=O)(=O)N3CCCC3)cc2c1=O
* 2S+1: 1
* LUMO energy: -0.2 eV


Entry 4:
Here is a cluster of 2 separate species, C9H13ClN3O2 in total in a non-equilibrium geometry from the Open Molecules 2025 dataset. Energies are from wB97M-V/def2-TZVPD.

Last column: Mulliken charge in e.
Geometry (Å):
C  1.62  0.44  1.79  -0.4359
C  2.35  1.16  -0.43  0.0427
C  0.04  -1.82  -0.44  0.6103
C  -2.07  1.24  0.72  -0.8496
C  -1.24  2.30  0.01  -0.4335
C  2.85  0.84  0.94  0.0345
C  -1.17  0.83  -0.43  -0.4947
C  0.14  0.20  0.00  0.5053
C  -0.53  -3.76  0.79  -0.6562
N  0.46  0.25  1.31  -0.5160
N  1.18  0.61  -0.87  0.0083
N  2.99  2.07  -1.18  -0.3722
O  -0.03  -2.12  -1.57  -0.4411
O  -0.14  -2.33  0.71  -0.2299
Cl  3.92  -0.59  0.50  -0.1201
H  1.84  0.41  2.80  0.5181
H  -1.89  1.04  1.72  0.2521
H  -3.14  1.22  0.54  0.2994
H  -1.72  2.85  -0.73  0.3689
H  -0.32  2.84  0.57  0.1226
H  3.46  1.55  1.47  0.5229
H  -1.78  0.45  -1.29  0.5800
H  -1.69  -3.86  0.89  0.2769
H  -0.13  -4.14  1.78  0.2511
H  -0.20  -4.32  -0.13  0.3274
H  0.91  0.87  -1.86  0.3252
H  3.89  2.44  -0.93  0.2648
H  2.99  2.33  -2.20  0.2386

* E: -1125.32182 Eh
* energy above the lowest of the compared OMol25 structures with the same formula, charge and spin: 1.2060 eV
* total charge: +1
* 2S+1: 1
* LUMO energy (alpha / beta): -4.0 / -4.0 eV


Entry 5:
Here is a cluster of 12 separate species, C26H58ClFIN23O14 in total from the Open Molecules 2025 dataset. Energies are from wB97M-V/def2-TZVPD.

Last column: Mulliken charge in e.
Geometry (Å):
C  3.15  -2.72  -1.78  -1.2729
C  2.87  -1.60  -0.80  -0.2412
O  2.77  -0.34  -1.52  -0.4952
C  1.68  0.40  -1.22  -0.2102
C  0.40  -0.12  -1.39  0.7351
F  0.30  -1.37  -1.85  -0.4705
C  -0.76  0.58  -1.10  -0.0764
C  -2.11  -0.06  -1.19  -0.5795
C  -2.39  -1.16  -0.14  -0.4365
C  -2.09  -2.59  -0.57  -1.2270
I  -1.33  -0.75  1.70  0.1446
C  -0.62  1.89  -0.67  -0.4759
C  0.63  2.43  -0.46  0.5115
C  1.79  1.69  -0.73  0.8581
C  3.09  2.35  -0.47  -0.1141
O  4.10  2.16  -1.11  -0.6448
C  3.11  3.36  0.64  -0.8949
N  4.32  3.55  1.36  -0.5082
C  2.00  4.06  0.88  0.9255
Cl  1.88  5.27  2.07  -0.1907
C  0.77  3.81  0.06  0.0955
O  -0.03  4.69  -0.17  -0.6026
H  2.27  -2.94  -2.39  0.2298
H  3.48  -3.61  -1.26  0.4513
H  3.94  -2.39  -2.46  0.3018
H  1.98  -1.78  -0.21  0.3743
H  3.71  -1.49  -0.12  0.3981
H  -2.25  -0.51  -2.18  0.3986
H  -2.86  0.70  -1.05  0.1990
H  -3.43  -1.08  0.15  0.6119
H  -1.07  -2.88  -0.34  0.2567
H  -2.20  -2.68  -1.65  0.3683
H  -2.74  -3.29  -0.06  0.4018
H  -1.51  2.47  -0.44  0.6076
H  4.50  2.76  1.97  0.3162
H  5.10  3.66  0.73  0.3412
N  1.76  -0.61  -4.78  -0.3274
C  1.02  -1.49  -5.52  0.6084
N  1.03  -1.29  -6.87  -0.3690
O  0.37  -2.39  -5.01  -0.6496
H  2.29  0.14  -5.18  0.1610
H  1.79  -0.74  -3.78  0.2798
H  0.52  -1.95  -7.43  0.1513
H  1.52  -0.54  -7.32  0.1399
N  -2.10  -1.15  5.57  -0.2340
C  -3.26  -1.87  5.57  0.6631
N  -4.07  -1.70  6.67  -0.2834
O  -3.58  -2.60  4.64  -0.7410
H  -1.82  -0.54  6.31  0.1266
H  -1.50  -1.25  4.77  0.0236
H  -4.96  -2.17  6.65  0.1182
H  -3.84  -1.10  7.43  0.1438
N  2.95  4.19  -3.39  -0.1421
C  1.98  4.83  -4.11  0.6139
N  0.93  5.34  -3.41  -0.2870
O  2.07  4.93  -5.33  -0.7145
H  2.94  4.08  -2.40  0.1209
H  3.71  3.80  -3.92  0.1169
H  0.22  5.81  -3.93  0.1960
H  0.84  5.25  -2.41  0.1412
N  -2.21  -3.11  -7.66  -0.3176
C  -1.80  -3.39  -8.93  0.6604
N  -2.78  -3.38  -9.89  -0.3867
O  -0.63  -3.61  -9.19  -0.6353
H  -3.16  -2.89  -7.41  0.1479
H  -1.51  -3.12  -6.94  0.1779
H  -2.49  -3.58  -10.83  0.2247
H  -3.74  -3.21  -9.70  0.1552
N  2.29  1.80  5.46  -0.3550
C  1.51  0.90  4.79  0.5818
N  1.53  0.99  3.43  0.0505
O  0.84  0.05  5.37  -0.6212
H  2.86  2.49  5.00  0.1388
H  2.30  1.75  6.46  0.2240
H  0.97  0.33  2.92  -0.2618
H  2.05  1.68  2.93  0.0764
N  3.21  -4.50  3.43  -0.4347
C  2.80  -3.29  2.95  0.6044
N  2.65  -2.31  3.89  -0.1690
O  2.58  -3.10  1.77  -0.5893
H  3.39  -4.69  4.39  0.1425
H  3.32  -5.24  2.76  0.2402
H  2.33  -1.41  3.58  0.0699
H  2.80  -2.46  4.87  0.1457
N  -6.74  1.19  -3.11  -0.4310
C  -5.66  0.48  -2.67  0.6320
N  -5.21  -0.48  -3.53  -0.3119
O  -5.14  0.69  -1.59  -0.5713
H  -7.19  1.04  -3.99  0.1449
H  -7.10  1.90  -2.50  0.2225
H  -4.43  -1.04  -3.24  0.2062
H  -5.63  -0.67  -4.42  0.1652
N  8.45  3.60  3.90  -0.4009
C  7.55  2.79  3.27  0.6960
N  7.49  2.90  1.91  -0.3564
O  6.83  2.01  3.88  -0.6422
H  9.04  4.25  3.41  0.1583
H  8.51  3.54  4.89  0.2267
H  6.85  2.30  1.43  0.1873
H  8.04  3.55  1.37  0.1574
N  -8.57  -3.96  3.74  -0.3675
C  -7.22  -3.92  3.44  0.6112
N  -6.49  -3.11  4.26  -0.1377
O  -6.75  -4.57  2.52  -0.6823
H  -8.97  -3.44  4.50  0.1656
H  -9.15  -4.54  3.16  0.2140
H  -5.49  -3.05  4.10  0.1862
H  -6.89  -2.59  5.01  0.1774
N  5.18  4.29  -5.81  -0.2879
C  6.24  5.03  -6.27  0.5545
N  7.47  4.42  -6.15  -0.3822
O  6.11  6.14  -6.75  -0.6294
H  5.29  3.38  -5.42  0.1606
H  4.26  4.70  -5.89  0.1735
H  8.26  4.93  -6.48  0.2182
H  7.60  3.51  -5.76  0.1618
N  -6.50  -3.47  8.89  -0.3772
C  -7.36  -2.60  8.28  0.6429
N  -8.22  -1.93  9.11  -0.4292
O  -7.36  -2.43  7.07  -0.6500
H  -6.49  -3.63  9.88  0.1678
H  -5.88  -4.00  8.31  0.2391
H  -8.86  -1.29  8.68  0.2201
H  -8.24  -2.06  10.10  0.1556

* E: -4196.49707 Eh
* energy above the lowest of the compared OMol25 structures with the same formula, charge and spin: 0.0000 eV
* SMILES string: CCOc1c(F)c(C[C@@H](C)I)cc2c1C(=O)C(N)=C(Cl)C2=O.NC(N)=O.NC(N)=O.NC(N)=O.NC(N)=O.NC(N)=O.NC(N)=O.NC(N)=O.NC(N)=O.NC(N)=O.NC(N)=O.NC(N)=O
* 2S+1: 1
* LUMO energy: -1.3 eV